(1)
DFT (wB97M-V/def2-TZVPD) results for a cluster of 15 separate species, C90H225N13O8P2 in total in a non-equilibrium geometry.

Computed properties:
- orbital gap (eV) = 8.602
- multiplicity = 1
- LUMO (eV) = 0.61

Positions of all 338 atoms, in Å:
C -1.188 6.112 0.997
C -2.009 6.259 2.293
N -3.040 5.215 2.267
C -4.101 5.469 3.186
C -4.969 6.634 2.749
C -2.597 3.812 2.380
C -1.712 3.615 3.663
H -0.539 5.223 0.938
H -0.665 7.062 0.737
H -1.913 5.969 0.190
H -1.375 6.305 3.193
H -2.546 7.239 2.328
H -4.737 4.578 3.169
H -3.745 5.532 4.174
H -5.485 7.067 3.617
H -4.388 7.443 2.332
H -5.791 6.380 2.038
H -1.935 3.494 1.563
H -3.564 3.241 2.299
H -0.758 4.135 3.588
H -1.602 2.558 3.862
H -2.301 3.967 4.603
C 3.501 -3.219 -0.297
C 3.890 -2.142 0.677
N 5.074 -2.578 1.430
C 6.360 -2.264 0.742
C 6.773 -0.761 0.764
C 5.085 -2.063 2.797
C 6.153 -2.707 3.570
H 4.365 -3.299 -0.966
H 2.600 -2.806 -0.776
H 3.173 -4.136 0.210
H 4.085 -1.211 0.134
H 3.069 -1.875 1.369
H 7.245 -2.855 1.157
H 6.220 -2.602 -0.236
H 7.566 -0.571 0.027
H 5.872 -0.227 0.539
H 6.941 -0.429 1.777
H 4.099 -2.349 3.268
H 5.186 -1.012 2.955
H 6.173 -2.447 4.642
H 7.142 -2.488 3.187
H 6.003 -3.801 3.585
C 0.746 6.275 -2.886
C -0.189 7.099 -3.763
N -0.245 8.547 -3.501
C -1.106 9.021 -2.397
C -2.559 8.943 -2.805
C 1.049 9.237 -3.551
C 1.926 8.756 -4.720
H 1.156 5.429 -3.474
H 0.293 5.808 -2.023
H 1.568 6.889 -2.558
H 0.203 6.961 -4.778
H -1.244 6.813 -3.735
H -0.960 8.336 -1.486
H -0.743 9.985 -2.105
H -2.740 9.608 -3.630
H -2.827 7.895 -3.032
H -3.191 9.250 -1.972
H 1.588 9.130 -2.580
H 0.839 10.320 -3.584
H 2.238 7.751 -4.606
H 2.804 9.378 -4.860
H 1.327 8.931 -5.639
C -3.535 0.213 -2.752
C -4.751 -0.453 -2.194
N -4.403 -1.691 -1.507
C -3.554 -1.429 -0.357
C -2.902 -2.673 0.244
C -5.663 -2.393 -1.244
C -6.166 -3.290 -2.337
H -3.789 0.885 -3.539
H -2.823 -0.514 -3.235
H -2.929 0.872 -2.060
H -5.464 0.218 -1.644
H -5.369 -0.769 -3.005
H -4.047 -0.892 0.469
H -2.795 -0.705 -0.698
H -2.209 -3.158 -0.410
H -3.518 -3.461 0.628
H -2.230 -2.307 1.037
H -5.556 -3.062 -0.406
H -6.464 -1.661 -0.979
H -5.479 -4.173 -2.405
H -7.156 -3.687 -2.028
H -6.187 -2.837 -3.317
C 0.734 -8.397 -3.347
C 2.069 -7.682 -3.398
N 2.648 -7.325 -2.106
C 1.879 -6.397 -1.293
C 1.412 -5.157 -2.086
C 2.929 -8.496 -1.331
C 4.265 -8.394 -0.517
H -0.037 -7.678 -3.034
H 0.687 -9.187 -2.548
H 0.477 -8.847 -4.311
H 2.906 -8.172 -3.905
H 1.875 -6.764 -4.001
H 1.012 -6.946 -0.858
H 2.501 -6.085 -0.469
H 2.246 -4.488 -2.356
H 0.856 -5.475 -2.969
H 0.664 -4.568 -1.600
H 3.049 -9.306 -1.985
H 2.062 -8.744 -0.659
H 4.349 -7.434 0.028
H 5.193 -8.390 -1.103
H 4.368 -9.146 0.239
C 2.821 2.759 -4.106
C 3.133 2.318 -2.696
N 4.013 1.167 -2.752
C 4.978 1.166 -1.579
C 6.136 2.049 -1.963
C 3.309 -0.126 -2.920
C 4.230 -1.230 -3.367
H 2.101 3.551 -4.097
H 2.379 1.955 -4.757
H 3.757 3.100 -4.618
H 3.594 3.126 -2.144
H 2.250 2.020 -2.148
H 4.480 1.501 -0.614
H 5.321 0.191 -1.462
H 5.815 3.094 -2.025
H 6.939 2.108 -1.180
H 6.562 1.751 -2.941
H 2.531 0.037 -3.685
H 2.780 -0.463 -2.009
H 4.757 -1.077 -4.312
H 3.733 -2.164 -3.503
H 5.097 -1.459 -2.774
C -2.125 -2.235 -6.891
C -1.081 -1.812 -5.852
N 0.274 -2.365 -6.114
C 1.360 -1.379 -5.986
C 1.487 -0.578 -7.291
C 0.486 -3.593 -5.348
C 1.789 -4.259 -5.760
H -2.166 -3.327 -6.926
H -2.018 -1.725 -7.899
H -3.146 -1.943 -6.511
H -1.081 -0.721 -5.872
H -1.454 -2.009 -4.839
H 1.183 -0.687 -5.158
H 2.278 -1.828 -5.730
H 0.700 0.063 -7.600
H 2.340 0.111 -7.179
H 1.737 -1.249 -8.196
H -0.402 -4.193 -5.594
H 0.323 -3.322 -4.315
H 1.771 -5.306 -5.457
H 2.711 -3.703 -5.392
H 1.816 -4.281 -6.842
C -0.474 -7.860 1.937
C -0.309 -7.156 3.295
N 1.014 -6.335 3.415
C 2.064 -7.305 3.447
C 3.341 -6.691 3.918
C 1.198 -5.385 2.376
C 0.119 -4.384 2.090
H -1.515 -8.196 1.757
H 0.073 -8.763 1.773
H -0.117 -7.164 1.140
H -1.095 -6.397 3.400
H -0.378 -7.777 4.173
H 2.095 -7.821 2.414
H 1.788 -8.124 4.180
H 3.171 -6.214 4.864
H 3.805 -5.959 3.168
H 4.026 -7.505 4.041
H 2.147 -4.888 2.617
H 1.444 -5.828 1.412
H 0.541 -3.504 1.530
H -0.668 -4.915 1.485
H -0.331 -4.031 3.040
C -6.230 -8.694 -1.126
C -5.394 -7.391 -1.245
N -4.485 -7.000 -0.169
C -5.313 -6.502 0.895
C -4.750 -6.535 2.325
C -3.546 -5.965 -0.571
C -2.511 -6.438 -1.598
H -7.025 -8.658 -1.885
H -6.806 -8.773 -0.150
H -5.580 -9.548 -1.362
H -4.800 -7.493 -2.127
H -6.081 -6.528 -1.369
H -5.624 -5.423 0.748
H -6.109 -7.212 0.964
H -4.454 -7.497 2.606
H -3.957 -5.779 2.375
H -5.592 -6.311 3.018
H -3.041 -5.638 0.356
H -4.105 -5.102 -0.952
H -1.737 -5.647 -1.792
H -2.956 -6.642 -2.567
H -1.968 -7.278 -1.247
C -1.070 1.189 6.674
C -0.449 0.227 5.695
N -1.303 -0.923 5.354
C -0.641 -2.087 4.962
C -0.159 -2.881 6.162
C -2.498 -0.658 4.645
C -3.412 -1.899 4.491
H -1.884 1.755 6.208
H -0.357 1.941 6.969
H -1.447 0.638 7.535
H -0.137 0.764 4.771
H 0.530 -0.192 6.086
H -1.405 -2.769 4.458
H 0.167 -1.939 4.215
H 0.177 -3.867 5.810
H 0.599 -2.375 6.735
H -0.976 -3.050 6.776
H -2.326 -0.230 3.664
H -3.048 0.137 5.271
H -3.250 -2.325 3.506
H -4.472 -1.667 4.640
H -3.179 -2.708 5.208
C 1.098 0.829 2.316
C 1.647 0.904 0.914
N 0.803 0.583 -0.189
C -0.342 1.502 -0.305
C 0.013 2.932 -0.517
C 0.401 -0.840 -0.215
C -0.066 -1.254 -1.610
H 0.451 1.641 2.632
H 1.940 1.040 2.964
H 0.539 -0.125 2.625
H 1.892 1.962 0.757
H 2.562 0.348 0.811
H -1.021 1.318 -1.139
H -0.998 1.314 0.610
H -0.984 3.418 -0.639
H 0.533 3.336 0.327
H 0.649 2.989 -1.425
H -0.469 -1.056 0.450
H 1.363 -1.407 0.080
H -0.898 -0.622 -1.911
H -0.414 -2.262 -1.517
H 0.746 -1.174 -2.416
C -2.293 1.781 -8.221
C -1.631 3.011 -7.557
N -1.598 2.883 -6.081
C -1.648 4.185 -5.422
C -2.957 4.873 -5.546
C -0.471 2.102 -5.649
C -0.458 1.796 -4.166
H -2.171 1.816 -9.323
H -3.369 1.783 -7.996
H -1.858 0.922 -7.730
H -0.648 3.302 -7.855
H -2.157 3.893 -7.785
H -0.856 4.938 -5.865
H -1.386 4.021 -4.373
H -3.806 4.181 -5.279
H -3.139 5.299 -6.510
H -3.137 5.657 -4.770
H -0.502 1.206 -6.194
H 0.466 2.554 -5.972
H 0.447 1.180 -3.877
H -0.276 2.740 -3.562
H -1.335 1.301 -3.782
C -3.651 4.065 -1.422
C -5.026 3.779 -1.834
N -5.471 4.703 -2.913
C -5.386 6.148 -2.627
C -6.375 6.747 -1.634
C -6.745 4.223 -3.447
C -7.104 4.914 -4.734
H -3.036 4.235 -2.311
H -3.256 3.226 -0.847
H -3.548 4.874 -0.623
H -5.090 2.834 -2.412
H -5.728 3.644 -1.028
H -4.377 6.309 -2.279
H -5.422 6.704 -3.562
H -6.222 6.263 -0.670
H -6.116 7.801 -1.467
H -7.401 6.738 -1.789
H -7.611 4.184 -2.704
H -6.581 3.195 -3.603
H -7.991 4.543 -5.281
H -6.195 4.804 -5.414
H -7.197 6.030 -4.587
C 5.457 4.014 1.620
C 5.197 4.831 2.830
O 4.010 5.655 2.766
P 2.475 5.141 2.903
O 2.396 3.688 2.881
O 1.828 5.859 4.167
C 1.969 5.326 5.450
C 1.079 4.268 5.848
O 1.713 6.030 1.803
C 2.193 5.881 0.459
C 2.831 7.154 -0.107
H 4.684 3.249 1.366
H 5.569 4.644 0.755
H 6.391 3.460 1.756
H 5.219 4.244 3.784
H 6.060 5.561 2.850
H 3.047 5.001 5.629
H 1.900 6.228 6.140
H 0.087 4.583 6.133
H 0.991 3.467 5.082
H 1.454 3.769 6.757
H 2.804 5.012 0.293
H 1.324 5.836 -0.143
H 2.152 7.937 -0.098
H 3.715 7.396 0.528
H 3.221 7.086 -1.174
C 3.689 1.413 5.938
C 3.047 1.050 7.208
O 2.820 -0.366 7.200
P 3.676 -1.248 8.256
O 4.396 -0.405 9.166
O 4.567 -2.172 7.299
C 4.013 -3.249 6.502
C 4.122 -4.554 7.199
O 2.612 -2.291 8.876
C 1.647 -1.798 9.923
C 0.691 -0.756 9.427
H 3.936 2.445 5.950
H 4.664 0.929 5.850
H 3.077 1.257 5.015
H 3.664 1.259 8.118
H 2.048 1.534 7.169
H 2.988 -3.044 6.212
H 4.676 -3.240 5.658
H 5.159 -4.783 7.460
H 3.460 -4.608 8.090
H 3.729 -5.333 6.568
H 1.215 -2.732 10.260
H 2.275 -1.490 10.718
H -0.076 -0.686 10.196
H 1.168 0.196 9.369
H 0.311 -1.054 8.481

---

(2)
DFT (wB97M-V/def2-TZVPD) results for a structure of composition C11H26O16S3V in a non-equilibrium geometry.

Computed properties:
- total charge = +1
- orbital gap (alpha / beta) (eV) = 9.030 / 4.323
- multiplicity = 3
- <S²> = 2.051
- LUMO (alpha / beta) (eV) = -3.91 / -8.73

Positions of all 57 atoms, in Å:
O -1.902 0.070 -0.633
V -0.395 -0.025 -0.093
O 1.336 -2.933 -2.524
C 0.803 -2.039 -1.686
O -0.173 -2.236 -0.949
O 1.252 -0.901 -1.625
H 1.972 -2.323 -2.905
O 0.385 3.509 1.637
C 0.086 2.367 1.081
O 0.530 1.989 0.010
O -0.660 1.529 1.542
H 0.908 4.016 1.013
O -0.672 3.748 -3.210
S 0.001 2.480 -3.261
O -0.537 1.317 -2.542
O 0.242 1.998 -4.856
C 0.226 2.985 -5.851
C -0.135 2.321 -7.200
C 1.825 2.723 -2.709
H 1.157 3.523 -6.029
H -0.554 3.714 -5.628
H -1.043 1.721 -7.139
H 0.626 1.595 -7.486
H -0.089 2.916 -8.112
H 2.104 1.736 -2.339
H 1.764 3.543 -1.993
H 2.439 3.025 -3.557
O -1.367 -1.301 1.543
S -1.593 -2.649 2.159
O -0.459 -3.451 2.653
O -2.810 -2.472 3.306
C -3.901 -1.531 3.025
C -3.667 -0.173 3.652
C -2.564 -3.673 1.044
H -4.762 -2.082 3.405
H -4.058 -1.497 1.947
H -2.841 0.390 3.217
H -3.472 -0.208 4.724
H -4.512 0.502 3.523
H -3.026 -4.481 1.612
H -1.734 -4.107 0.487
H -3.203 -3.166 0.321
O 1.357 -0.640 1.092
S 2.657 -1.104 1.651
O 3.929 -0.436 1.296
O 2.459 -1.272 3.305
C 1.487 -0.524 3.987
C 1.718 0.997 4.009
C 2.860 -2.870 1.171
H 1.442 -0.689 5.064
H 0.507 -0.744 3.563
H 0.876 1.516 4.468
H 1.846 1.564 3.088
H 2.647 1.065 4.575
H 1.887 -3.361 1.203
H 3.634 -3.291 1.813
H 3.167 -2.679 0.143

---

(3)
DFT (wB97M-V/def2-TZVPD) results for a structure of composition C15H19F6IrN8O4S2.

Computed properties:
- total charge = +3
- orbital gap (alpha / beta) (eV) = 6.393 / 5.622
- multiplicity = 2
- relative energy (zero: lowest compared OMol25 entry of this formula, charge and spin) (kcal per mole) = 64.2
- <S²> = 0.763
- LUMO (alpha / beta) (eV) = -11.88 / -12.65

Positions of all 55 atoms, in Å:
Ir 0.167 -1.000 0.380
N 4.002 -2.467 0.189
C 4.404 -1.152 0.037
C 3.282 -0.400 0.064
N 2.190 -1.245 0.248
C 2.684 -2.495 0.318
C 1.699 -3.538 0.421
N 0.431 -3.122 0.399
C -0.345 -4.252 0.424
C 0.472 -5.344 0.470
N 1.753 -4.872 0.468
H 4.629 -3.262 0.207
H 5.440 -0.882 -0.081
H 3.195 0.666 -0.034
H -1.413 -4.254 0.356
H 0.246 -6.397 0.499
H 2.581 -5.453 0.489
F -4.318 1.854 2.382
C -3.187 1.265 2.663
F -2.303 2.122 3.147
F -3.347 0.250 3.473
S -2.474 0.647 1.046
O -1.233 -0.089 1.566
O -2.155 1.768 0.221
N -3.528 -0.357 0.499
S -3.016 -1.737 -0.053
O -1.566 -1.562 -0.531
O -3.790 -2.331 -1.064
C -3.125 -2.839 1.498
F -3.450 -4.047 1.108
F -1.952 -2.845 2.122
F -4.046 -2.327 2.269
C -0.108 2.952 -3.482
C -0.673 1.565 -3.259
N -0.037 0.978 -2.070
C 0.289 1.706 -1.009
N 0.622 1.001 0.162
C 1.061 1.739 1.336
C 1.664 3.085 1.008
C 0.701 3.844 0.130
N 0.321 3.023 -1.030
C -0.183 3.768 -2.207
H -0.689 3.457 -4.252
H 0.922 2.896 -3.836
H -0.475 0.906 -4.101
H -1.753 1.597 -3.088
H -0.115 -0.019 -1.936
H 1.719 1.088 1.916
H 0.153 1.860 1.947
H 2.629 2.977 0.506
H 1.840 3.633 1.933
H 1.161 4.747 -0.267
H -0.209 4.140 0.659
H 0.435 4.661 -2.285
H -1.202 4.091 -1.976

---

(4)
DFT (wB97M-V/def2-TZVPD) results for the molecule C3H4N2O in a non-equilibrium geometry.

Computed properties:
- orbital gap (eV) = 9.148
- multiplicity = 1
- relative energy (zero: lowest compared OMol25 entry of this formula, charge and spin) (kcal per mole) = 74.0
- LUMO (eV) = 0.66

Positions of all 10 atoms, in Å:
C 0.167 0.992 -0.153
C 0.819 -0.283 -0.135
C -0.105 -1.226 0.162
H 1.422 2.188 -0.553
H 1.936 -0.525 -0.092
H -0.066 -2.307 0.223
H -2.082 -0.999 0.799
N 0.378 2.194 -0.444
N -1.309 -0.723 0.072
O -1.160 0.688 0.120

---

(5)
DFT (wB97M-V/def2-TZVPD) results for the molecule C4H7N3 in a non-equilibrium geometry.

Computed properties:
- orbital gap (eV) = 8.971
- multiplicity = 1
- relative energy (zero: lowest compared OMol25 entry of this formula, charge and spin) (kcal per mole) = 93.7
- LUMO (eV) = 0.73

Positions of all 14 atoms, in Å:
C -0.786 1.780 0.089
C 2.029 -0.355 -0.072
C 1.040 -1.297 0.121
C -0.270 -0.521 0.016
H -1.857 1.222 -0.047
H -0.280 2.350 1.157
H -0.494 2.310 -0.881
H 3.033 -0.182 -0.131
H 1.221 -2.321 0.401
H -1.263 -2.266 -0.408
H -2.303 -1.114 0.432
N 0.163 0.648 -0.151
N 1.367 0.890 -0.269
N -1.601 -1.143 -0.258